Below is a cluster of 2 separate species, C4H9O3 in total at a distorted geometry, with properties calculated with the ωB97M-V functional and the def2-TZVPD basis.

Geometry as ORCA input:
```
! wB97M-V def2-TZVPD RIJCOSX def2/J DEFGRID3
* xyz -1 1
C 2.304 -0.554 -0.888
O 1.816 -0.670 0.449
H 1.893 0.169 0.911
H 3.044 0.252 -0.966
H 1.511 -0.160 -1.529
H 2.668 -1.534 -1.151
C -1.107 0.560 -0.131
C -1.025 0.705 1.387
C -1.919 -0.718 -0.514
O -2.167 -1.572 0.354
O -2.232 -0.743 -1.738
H -1.696 1.339 -0.639
H -0.234 0.638 -0.776
H -2.027 0.702 1.793
H -0.514 1.627 1.697
H -0.315 -0.041 1.741
*
```

Energy relative to the best compared isomer or geometry (same formula, charge and spin) in kJ/mol: 148.0
E in a.u.: -383.5502
E_HOMO in eV: -3.60
Kohn-Sham gap in eV: 7.087

---

Below is a structure of composition C26H36FMoN5O6, with properties calculated with the ωB97M-V functional and the def2-TZVPD basis.

Geometry as ORCA input:
```
! wB97M-V def2-TZVPD RIJCOSX def2/J DEFGRID3
* xyz 4 3
Mo -0.896 -2.709 -1.842
C -3.773 -1.688 -1.049
O -2.829 -1.909 -2.143
C -3.151 -1.216 -3.381
C -2.259 -1.809 -4.443
O -0.956 -2.004 -3.814
C 0.168 -2.117 -4.763
C 1.150 -3.036 -4.081
O 1.279 -2.618 -2.712
C 2.185 -1.502 -2.541
H -4.737 -2.105 -1.335
H -3.376 -2.207 -0.179
H -3.844 -0.619 -0.857
H -4.202 -1.396 -3.614
H -2.980 -0.149 -3.226
H -2.608 -2.783 -4.791
H -2.143 -1.132 -5.288
H -0.204 -2.524 -5.703
H 0.534 -1.102 -4.915
H 0.777 -4.060 -4.055
H 2.115 -3.039 -4.590
H 3.122 -1.736 -3.044
H 1.756 -0.581 -2.937
H 2.367 -1.399 -1.476
F -0.756 3.953 -0.161
C -0.200 2.948 0.522
C -0.308 1.688 0.030
C 0.321 0.610 0.689
C 0.235 -0.729 0.196
O -0.449 -0.986 -0.883
C 0.918 -1.729 0.917
C 1.633 -1.380 2.060
N 1.694 -0.150 2.530
C 2.494 0.118 3.731
C 1.791 0.440 5.017
C 2.489 -0.876 4.850
C 1.061 0.897 1.857
C 1.158 2.200 2.351
C 0.528 3.265 1.709
N 0.621 4.550 2.170
C 1.657 4.912 3.130
C 2.056 6.367 2.954
N 0.871 7.287 3.198
C -0.449 6.571 3.037
C -0.375 5.590 1.881
C 0.956 -3.148 0.557
O 1.623 -4.016 0.993
O 0.011 -3.475 -0.461
H -0.855 1.532 -0.889
H 2.177 -2.137 2.610
H 3.419 0.623 3.481
H 0.710 0.414 5.009
H 2.238 1.189 5.655
H 1.856 -1.749 4.774
H 3.430 -1.044 5.353
H 1.694 2.366 3.271
H 2.553 4.322 2.933
H 1.357 4.715 4.167
H 2.396 6.556 1.938
H 2.844 6.649 3.648
H 0.919 8.070 2.542
H 0.922 7.704 4.130
H -1.215 7.325 2.866
H -0.658 6.069 3.979
H -0.162 6.110 0.943
H -1.364 5.144 1.788
N -1.765 -6.792 -2.667
C -3.015 -6.319 -2.985
C -2.945 -4.972 -2.855
N -1.655 -4.620 -2.469
C -0.977 -5.768 -2.360
H -1.486 -7.766 -2.654
H -3.823 -6.974 -3.262
H -3.724 -4.246 -3.001
H 0.050 -5.869 -2.044
*
```

<S²>: 2.010
E in a.u.: -1904.2721
E_HOMO (spin up / spin down) in eV: -18.11 / -18.10
Kohn-Sham gap (spin up / spin down) in eV: 5.787 / 6.475

---

Below is a cluster of 6 separate species, C14H31NO15 in total at a distorted geometry, with properties calculated with the ωB97M-V functional and the def2-TZVPD basis.

Geometry as ORCA input:
```
! wB97M-V def2-TZVPD RIJCOSX def2/J DEFGRID3
* xyz 0 1
C -9.988 16.027 -25.646
N -9.195 16.217 -26.881
O -9.740 16.806 -27.794
O -8.023 15.880 -26.898
H -10.432 17.010 -25.514
H -9.381 15.636 -24.840
H -10.787 15.314 -25.842
C -13.509 13.034 -31.082
O -13.523 12.166 -29.982
C -12.786 12.499 -28.933
O -12.117 13.480 -28.836
O -12.939 11.561 -28.020
C -12.313 11.831 -26.776
H -12.580 12.931 -31.659
H -13.573 14.080 -30.771
H -14.304 12.820 -31.792
H -11.231 11.967 -26.844
H -12.602 11.039 -26.097
H -12.630 12.814 -26.403
C -4.027 13.380 -21.793
O -4.050 14.281 -22.877
C -5.091 15.111 -22.922
O -5.896 15.239 -22.026
O -5.036 15.806 -24.036
C -6.022 16.800 -24.229
H -3.242 12.638 -21.915
H -4.936 12.769 -21.748
H -3.934 13.907 -20.845
H -6.947 16.350 -24.600
H -5.692 17.483 -25.005
H -6.285 17.367 -23.337
C -11.046 5.331 -24.184
O -9.903 6.160 -24.003
C -9.889 7.331 -24.620
O -10.709 7.711 -25.400
O -8.870 8.092 -24.215
C -7.587 7.546 -23.941
H -11.915 5.859 -23.798
H -10.836 4.362 -23.746
H -11.231 5.135 -25.244
H -7.121 8.110 -23.137
H -6.981 7.640 -24.845
H -7.631 6.500 -23.640
C -6.611 13.066 -25.458
O -7.132 12.273 -24.417
C -8.429 12.014 -24.491
O -9.194 12.558 -25.248
O -8.760 11.138 -23.569
C -10.159 10.964 -23.330
H -5.529 13.110 -25.378
H -7.016 14.080 -25.465
H -6.832 12.691 -26.461
H -10.632 10.348 -24.097
H -10.614 11.950 -23.315
H -10.235 10.382 -22.417
C -7.870 12.823 -20.858
O -7.967 14.022 -20.098
H -8.769 12.234 -20.686
H -7.851 13.028 -21.931
H -6.955 12.295 -20.578
H -7.317 14.621 -20.489
*
```

Energy relative to the best compared isomer or geometry (same formula, charge and spin) in kJ/mol: 0.0
E in a.u.: -1735.2916
SMILES string: C[N+](=O)[O-].COC(=O)OC.COC(=O)OC.COC(=O)OC.COC(=O)OC.CO
E_HOMO in eV: -9.93
Kohn-Sham gap in eV: 10.339